Entry 1:
Molecular formula: C21H21NO3
Method: DFT, the ωB97M-V functional and the def2-TZVPD basis

CARTESIAN COORDINATES (ANGSTROEM)
C: 1.73 -5.56 2.39
O: 1.71 -4.25 1.87
C: 0.81 -3.95 0.89
C: -0.16 -4.84 0.43
C: -1.08 -4.47 -0.54
C: -1.04 -3.20 -1.07
C: -0.07 -2.31 -0.65
C: 0.04 -0.95 -1.30
O: 0.98 -0.61 -1.98
N: -1.06 -0.19 -1.10
C: -1.17 1.16 -1.62
C: -2.34 1.27 -2.60
C: -1.32 2.16 -0.48
C: -2.39 2.02 0.36
C: -2.62 2.91 1.42
C: -1.75 3.94 1.63
C: -0.63 4.12 0.80
C: 0.27 5.18 1.03
C: 1.37 5.35 0.24
C: 1.62 4.46 -0.81
C: 0.77 3.42 -1.06
C: -0.39 3.21 -0.27
C: 0.86 -2.65 0.33
O: 1.70 -1.66 0.71
C: 2.99 -1.96 1.19
H: 0.79 -5.81 2.90
H: 2.54 -5.57 3.11
H: 1.92 -6.30 1.61
H: -0.21 -5.83 0.84
H: -1.82 -5.18 -0.86
H: -1.74 -2.90 -1.84
H: -1.78 -0.52 -0.48
H: -0.24 1.32 -2.17
H: -2.20 0.57 -3.42
H: -3.29 1.05 -2.11
H: -2.39 2.28 -3.00
H: -3.10 1.22 0.21
H: -3.48 2.77 2.06
H: -1.91 4.64 2.44
H: 0.07 5.86 1.84
H: 2.05 6.17 0.41
H: 2.50 4.59 -1.43
H: 1.00 2.74 -1.86
H: 3.55 -1.02 1.13
H: 3.49 -2.71 0.57
H: 2.97 -2.30 2.23

- LUMO level (eV) = 0.7
- ΔE to the lowest compared entry with this formula, charge and spin (kcal/mol) = 21.20
- SMILES string = COc1cccc(C(=O)N[C@@H](C)c2cccc3ccccc23)c1OC
- E_HOMO (eV) = -8.13

These are the natural (NBO) partial charges, in e, on atoms 1 to 4: number 1, C, carries -0.250; number 2, O, carries -0.506; number 3, C, carries 0.229; number 4, C, carries -0.284



Entry 2:
Molecular formula: C21H22Br2IrN5O6P2
Method: DFT, the ωB97M-V functional and the def2-TZVPD basis

CARTESIAN COORDINATES (ANGSTROEM)
Ir: -0.46 -0.12 -0.93
N: 3.24 2.62 -1.18
C: 2.69 2.05 0.08
C: 3.48 2.43 1.30
P: 2.56 0.20 -0.14
O: 4.09 -0.05 -0.55
O: 2.12 -0.47 1.11
O: 1.72 0.02 -1.39
P: 0.90 2.58 0.28
O: 1.14 4.13 -0.04
O: 0.45 2.27 1.65
O: 0.09 2.01 -0.88
H: 4.22 2.33 -1.32
H: 3.19 3.65 -1.17
H: 2.70 2.28 -1.98
H: 4.52 2.09 1.24
H: 3.01 1.99 2.18
H: 3.50 3.52 1.44
H: 4.55 -0.76 -0.08
H: 0.65 4.76 0.51
C: -0.60 0.14 3.52
C: -0.90 0.33 2.17
N: -0.59 -0.58 1.24
C: -0.02 -1.73 1.58
C: 0.25 -2.04 2.94
C: -0.04 -1.05 3.91
C: 0.80 -3.29 3.25
C: 1.09 -4.22 2.25
C: 0.88 -3.91 0.88
C: 1.24 -4.78 -0.17
C: 1.09 -4.35 -1.47
C: 0.58 -3.07 -1.71
N: 0.20 -2.27 -0.72
C: 0.35 -2.65 0.54
H: -0.82 0.92 4.23
H: -1.38 1.24 1.84
H: 0.17 -1.25 4.96
H: 1.02 -3.52 4.28
H: 1.50 -5.19 2.50
H: 1.63 -5.76 0.05
H: 1.39 -4.97 -2.31
H: 0.49 -2.69 -2.72
Br: -0.91 -0.43 -3.78
C: -2.44 -1.66 -3.93
Br: -3.05 -2.33 -2.23
H: -2.12 -2.51 -4.53
H: -3.25 -1.13 -4.41
N: -3.96 4.73 -3.33
C: -3.85 3.87 -2.59
C: -3.72 2.79 -1.66
C: -4.68 2.53 -0.68
C: -4.49 1.45 0.16
C: -3.37 0.66 0.00
N: -2.45 0.92 -0.93
C: -2.60 1.96 -1.75
H: -5.54 3.18 -0.59
H: -5.20 1.22 0.94
H: -3.22 -0.22 0.61
H: -1.83 2.15 -2.48

- 2S+1 = 2
- LUMO level (spin up / spin down) (eV) = -10.2 / -12.8
- ΔE to the lowest compared entry with this formula, charge and spin (kcal/mol) = 10.60
- charge = +3
- E_HOMO (spin up / spin down) (eV) = -17.73 / -17.73

These are the natural (NBO) partial charges, in e, on atoms 1 to 4: number 1, Ir, carries 1.305; number 2, N, carries -0.682; number 3, C, carries -0.609; number 4, C, carries -0.657



Entry 3:
Molecular formula: C21H22Br3N5O10
Method: DFT, the ωB97M-V functional and the def2-TZVPD basis

CARTESIAN COORDINATES (ANGSTROEM)
C: -4.65 -3.48 -4.14
N: -4.15 -2.19 -4.69
O: -4.58 -1.82 -5.83
O: -3.41 -1.49 -4.02
H: -5.06 -3.28 -3.15
H: -3.77 -4.12 -4.10
H: -5.28 -3.90 -4.92
C: -3.88 1.64 -5.69
N: -4.96 2.49 -5.16
O: -4.84 3.70 -5.34
O: -5.98 1.98 -4.71
H: -4.08 0.57 -5.71
H: -2.93 1.87 -5.20
H: -3.79 1.97 -6.73
C: 3.43 -1.69 1.62
C: 2.64 -0.82 0.89
C: 1.96 0.18 1.57
C: 1.99 0.16 3.00
C: 2.73 -0.75 3.70
C: 3.49 -1.67 3.01
N: 1.26 1.22 3.71
O: 0.95 1.03 4.89
O: 0.80 2.16 3.00
H: 4.08 -2.47 1.27
H: 2.65 -0.82 -0.19
H: 1.48 1.00 1.06
H: 2.92 -0.70 4.76
H: 4.07 -2.37 3.59
C: 1.52 4.70 -0.22
C: 2.82 4.77 0.19
C: 3.63 3.68 -0.15
C: 3.10 2.61 -0.89
C: 1.77 2.56 -1.20
C: 1.00 3.68 -0.96
N: 4.02 1.55 -1.36
O: 5.06 1.28 -0.79
O: 3.65 0.85 -2.35
H: 0.87 5.51 0.10
H: 3.09 5.62 0.81
H: 4.66 3.64 0.17
H: 1.37 1.80 -1.85
H: 0.01 3.69 -1.38
C: -1.67 -1.11 3.86
C: -1.31 -1.73 5.06
C: -0.31 -2.74 5.01
C: 0.27 -3.18 3.80
C: -0.21 -2.58 2.62
C: -1.16 -1.57 2.62
N: 1.26 -4.24 3.88
O: 1.68 -4.73 2.81
O: 1.56 -4.74 4.93
H: -2.43 -0.34 3.86
H: -1.77 -1.39 5.97
H: 0.03 -3.16 5.94
H: 0.13 -2.87 1.63
H: -1.57 -1.19 1.70
C: -0.85 0.11 -2.13
Br: -1.42 0.57 -0.32
Br: 0.89 -0.70 -2.21
Br: -1.16 1.77 -3.10
H: -1.61 -0.53 -2.57

- LUMO level (eV) = -0.8
- E_HOMO (eV) = -9.83

These are the natural (NBO) partial charges, in e, on atoms 1 to 4: number 1, C, carries -0.480; number 2, N, carries 0.523; number 3, O, carries -0.385; number 4, O, carries -0.382



Entry 4:
Molecular formula: C21H22BrN3O3
Method: DFT, the ωB97M-V functional and the def2-TZVPD basis

CARTESIAN COORDINATES (ANGSTROEM)
C: -4.02 -0.95 -1.54
N: -3.44 -1.56 -0.40
C: -4.57 -2.70 0.10
C: -3.16 -0.45 0.59
C: -2.54 -1.18 1.83
C: -1.35 -2.02 1.48
N: -0.07 -1.10 1.10
C: 0.73 -0.95 2.18
O: 0.60 -1.39 3.40
C: 2.00 -0.10 1.79
O: 2.90 0.12 2.35
C: 1.90 -0.36 0.21
C: 2.82 0.24 -0.57
O: 2.46 0.03 -2.04
C: 4.21 0.40 -0.24
C: 5.21 -0.10 -0.86
C: 6.64 0.48 -0.70
N: 6.77 1.38 0.35
C: 5.73 1.91 0.76
C: 4.34 1.67 0.78
C: 0.48 -0.78 -0.03
C: -0.25 0.78 -0.55
C: -0.78 0.69 -1.72
C: -1.33 1.82 -2.20
C: -1.61 3.01 -1.45
C: -1.23 2.77 -0.21
Br: -1.57 4.15 1.14
C: -0.50 1.71 0.39
H: -4.06 -1.88 -2.34
H: -3.30 -0.15 -2.09
H: -5.16 -0.36 -1.45
H: -5.60 -2.08 0.28
H: -4.52 -3.36 -0.73
H: -4.02 -3.19 0.98
H: -4.20 -0.14 0.99
H: -2.74 0.08 -0.03
H: -2.31 -0.19 2.65
H: -3.21 -1.78 2.42
H: -1.59 -2.21 0.44
H: -0.98 -2.76 2.21
H: 3.16 0.25 -2.34
H: 5.17 -0.82 -1.66
H: 7.39 0.09 -1.35
H: 5.98 2.74 1.73
H: 3.65 2.20 1.20
H: 0.44 -1.32 -0.79
H: -0.51 -0.06 -2.25
H: -1.66 1.94 -3.47
H: -2.10 3.99 -1.69
H: -0.22 1.47 1.37

- LUMO level (eV) = -0.7
- ΔE to the lowest compared entry with this formula, charge and spin (kcal/mol) = 382.47
- SMILES string = CN(C)CCCN1C(=O)C(=O)/C(=C(/O)c2ccncc2)[C@@H]1c1cccc(Br)c1
- E_HOMO (eV) = -8.60

These are the natural (NBO) partial charges, in e, on atoms 1 to 4: number 1, C, carries -0.441; number 2, N, carries -0.469; number 3, C, carries -0.431; number 4, C, carries -0.214



Entry 5:
Molecular formula: C21H22BrN3PdS2
Method: DFT, the ωB97M-V functional and the def2-TZVPD basis

CARTESIAN COORDINATES (ANGSTROEM)
Pd: 0.51 0.40 -1.50
C: 0.40 -2.04 1.15
N: 0.06 -0.66 0.79
C: -1.38 -0.38 0.88
C: -2.17 -0.96 -0.28
N: -1.65 -0.57 -1.59
C: -1.94 0.81 -2.01
C: -1.83 -1.54 -2.65
C: -3.02 -2.27 -2.72
C: -3.23 -3.18 -3.74
C: -2.24 -3.36 -4.70
C: -1.06 -2.64 -4.63
C: -0.83 -1.72 -3.60
S: 0.71 -0.88 -3.53
C: 0.85 0.33 1.54
C: 0.46 0.49 2.98
C: 1.24 1.14 3.83
C: 2.56 1.71 3.40
C: 3.28 2.18 1.37
C: 2.34 1.46 0.39
S: 2.63 1.51 -1.36
H: 0.51 -2.17 2.24
H: 1.31 -2.36 0.66
H: -0.40 -2.70 0.81
H: -1.51 0.70 0.91
H: -1.81 -0.79 1.80
H: -3.21 -0.65 -0.16
H: -2.15 -2.05 -0.24
H: -2.50 0.83 -2.94
H: -1.01 1.38 -2.20
H: -2.49 1.34 -1.23
H: -3.80 -2.11 -1.98
H: -4.16 -3.74 -3.79
H: -2.39 -4.07 -5.51
H: -0.29 -2.78 -5.37
H: -0.49 0.09 3.31
H: 0.93 1.27 4.86
H: 3.20 1.88 4.27
H: 4.17 2.62 0.92
Br: -1.29 3.46 0.77
C: 0.45 2.83 1.26
C: 1.22 3.55 2.06
C: 2.55 3.00 2.47
C: 3.29 0.92 2.28
C: 2.37 0.18 1.28
N: 0.86 1.60 0.71
H: 0.89 4.52 2.41
H: 3.16 3.79 2.89
H: 4.20 0.40 2.57
H: 2.72 -0.77 0.89

- 2S+1 = 3
- LUMO level (spin up / spin down) (eV) = 0.4 / -1.4
- ΔE to the lowest compared entry with this formula, charge and spin (kcal/mol) = 9.90
- E_HOMO (spin up / spin down) (eV) = -6.94 / -7.27

These are the natural (NBO) partial charges, in e, on atoms 1 to 4: number 1, Pd, carries 0.837; number 2, C, carries -0.416; number 3, N, carries -0.487; number 4, C, carries -0.237



Entry 6:
Molecular formula: C21H22ClN3O3
Method: DFT, the ωB97M-V functional and the def2-TZVPD basis

CARTESIAN COORDINATES (ANGSTROEM)
C: 0.20 2.93 -3.02
O: 0.71 2.05 -3.98
C: 1.06 0.78 -3.61
C: 1.50 -0.06 -4.62
C: 1.85 -1.36 -4.32
C: 1.78 -1.84 -3.03
C: 1.34 -1.00 -2.00
N: 1.32 -1.50 -0.69
C: 1.21 -0.52 0.38
C: 1.52 -1.20 1.72
N: 0.69 -2.34 2.01
C: -0.62 -2.10 2.60
C: -0.47 -1.41 3.97
C: -0.69 0.06 3.68
O: -0.41 0.99 4.38
N: -1.32 0.14 2.44
C: -1.62 1.36 1.78
C: -0.68 2.38 1.76
C: -0.92 3.53 1.03
C: -2.10 3.64 0.31
Cl: -2.38 5.06 -0.63
C: -3.05 2.63 0.33
C: -2.81 1.49 1.07
C: -1.48 -1.10 1.83
O: -2.15 -1.30 0.85
C: 0.75 -3.28 0.90
C: 0.45 -2.64 -0.46
C: 0.98 0.31 -2.30
H: 0.94 3.14 -2.24
H: -0.71 2.55 -2.55
H: -0.03 3.85 -3.55
H: 1.55 0.32 -5.63
H: 2.20 -2.01 -5.11
H: 2.07 -2.85 -2.81
H: 1.95 0.26 0.20
H: 0.21 -0.06 0.41
H: 1.45 -0.46 2.53
H: 2.55 -1.56 1.69
H: -1.13 -3.06 2.66
H: -1.25 -1.75 4.66
H: 0.50 -1.59 4.43
H: 0.24 2.28 2.32
H: -0.20 4.33 1.02
H: -3.96 2.74 -0.23
H: -3.54 0.69 1.08
H: 0.06 -4.10 1.09
H: 1.77 -3.67 0.89
H: 0.62 -3.38 -1.24
H: -0.61 -2.34 -0.50
H: 0.63 0.96 -1.52

- LUMO level (eV) = 0.6
- ΔE to the lowest compared entry with this formula, charge and spin (kcal/mol) = 39.49
- SMILES string = COc1cccc(N2CCN([C@H]3CC(=O)N(c4ccc(Cl)cc4)C3=O)CC2)c1
- E_HOMO (eV) = -7.81

These are the natural (NBO) partial charges, in e, on atoms 1 to 4: number 1, C, carries -0.253; number 2, O, carries -0.494; number 3, C, carries 0.331; number 4, C, carries -0.290



Entry 7:
Molecular formula: C21H22Co2NO8
Method: DFT, the ωB97M-V functional and the def2-TZVPD basis

CARTESIAN COORDINATES (ANGSTROEM)
C: 2.43 1.34 -0.96
O: 2.03 0.50 0.13
C: 1.33 -0.59 -0.26
O: 1.03 -0.82 -1.42
C: 0.92 -1.49 0.89
C: 1.72 -2.79 0.80
C: 0.73 -3.87 0.33
C: -0.67 -3.28 0.53
N: -0.47 -1.86 0.72
C: -1.48 -0.97 0.88
C: -1.32 0.43 0.78
C: -2.50 1.32 0.48
C: -3.88 0.65 0.43
C: -3.96 -0.62 1.27
C: -2.84 -1.62 0.95
H: 3.05 2.10 -0.50
H: 3.00 0.76 -1.70
H: 1.55 1.78 -1.44
H: 1.10 -0.95 1.82
H: 2.57 -2.72 0.10
H: 2.10 -3.03 1.79
H: 0.88 -4.11 -0.73
H: 0.83 -4.80 0.90
H: -1.32 -3.49 -0.33
H: -1.14 -3.73 1.41
H: -0.38 0.81 0.35
H: -2.55 2.17 1.18
H: -2.26 1.75 -0.50
H: -4.63 1.37 0.76
H: -4.08 0.41 -0.62
H: -3.91 -0.36 2.34
H: -4.92 -1.11 1.10
H: -3.03 -2.09 -0.04
H: -2.86 -2.42 1.71
O: -1.54 6.84 1.23
C: -0.79 6.59 2.06
Co: 0.33 6.17 3.35
C: 1.74 6.65 2.37
O: 2.65 7.01 1.74
C: -0.39 7.44 4.35
O: -0.82 8.28 5.01
C: -0.54 4.34 3.40
C: -0.14 3.09 3.02
C: -0.37 1.83 2.52
Co: 1.12 4.01 4.12
C: 2.53 3.73 3.13
O: 3.49 3.53 2.52
C: 1.60 3.13 5.56
O: 1.95 2.58 6.52
C: 1.65 5.68 4.81
O: 2.32 6.28 5.57
H: -1.55 4.55 3.78
H: 0.52 1.32 2.09
H: -1.25 1.26 2.85

- LUMO level (eV) = 2.6
- ΔE to the lowest compared entry with this formula, charge and spin (kcal/mol) = 21.79
- charge = -1
- E_HOMO (eV) = -3.13

These are the natural (NBO) partial charges, in e, on atoms 1 to 4: number 1, C, carries -0.263; number 2, O, carries -0.506; number 3, C, carries 0.802; number 4, O, carries -0.623



Entry 8:
Molecular formula: C21H22CoN13STe
Method: DFT, the ωB97M-V functional and the def2-TZVPD basis

CARTESIAN COORDINATES (ANGSTROEM)
Co: -0.28 -0.05 0.27
N: -0.05 3.30 0.89
C: -0.82 2.67 1.77
N: -1.43 3.39 2.69
C: -2.17 2.76 3.60
N: -2.81 3.45 4.52
N: -2.29 1.41 3.62
C: -1.66 0.75 2.69
N: -0.93 1.31 1.70
C: -1.67 -0.72 2.75
C: -2.23 -1.39 3.83
C: -2.09 -2.77 3.91
C: -1.37 -3.42 2.92
C: -0.86 -2.68 1.86
N: -1.02 -1.36 1.77
H: 0.03 4.30 0.94
H: 0.50 2.78 0.22
H: -2.73 4.45 4.54
H: -3.34 2.97 5.23
H: -2.75 -0.82 4.58
H: -2.51 -3.32 4.74
H: -1.19 -4.48 2.96
H: -0.29 -3.15 1.08
C: -2.33 -3.11 -3.84
C: -2.11 -1.66 -3.64
N: -2.39 -0.72 -4.47
N: -1.99 0.44 -3.91
C: -1.45 0.24 -2.70
S: -0.80 1.37 -1.66
N: -1.52 -1.12 -2.50
N: -1.07 -1.74 -1.34
H: -2.86 -3.25 -4.78
H: -2.93 -3.53 -3.03
H: -1.38 -3.64 -3.89
H: -2.13 1.31 -4.40
H: -0.27 -2.35 -1.56
H: -1.81 -2.30 -0.93
C: 2.58 -1.30 -3.25
Te: 2.80 0.65 -2.36
C: 4.57 0.74 -3.59
C: 4.66 -0.51 -4.39
C: 5.71 -0.70 -5.29
C: 5.78 -1.86 -6.04
C: 4.80 -2.84 -5.90
C: 3.76 -2.66 -5.00
C: 3.69 -1.50 -4.24
H: 1.61 -1.37 -3.75
H: 2.62 -2.06 -2.47
H: 5.45 0.87 -2.96
H: 4.51 1.62 -4.23
H: 6.46 0.07 -5.39
H: 6.59 -2.00 -6.74
H: 4.86 -3.74 -6.48
H: 3.01 -3.42 -4.89
N: 4.30 -1.59 3.70
C: 3.82 -1.05 2.81
N: 3.29 -0.43 1.81
C: 2.37 -0.39 1.02
N: 1.58 -0.25 0.13

- 2S+1 = 5
- LUMO level (spin up / spin down) (eV) = -5.6 / -8.4
- ΔE to the lowest compared entry with this formula, charge and spin (kcal/mol) = 0.00
- charge = +2
- E_HOMO (spin up / spin down) (eV) = -14.07 / -14.06

These are the natural (NBO) partial charges, in e, on atoms 1 to 4: number 1, Co, carries 1.404; number 2, N, carries -0.753; number 3, C, carries 0.627; number 4, N, carries -0.558